[1]
Formula: C4H9I2OP
Source: the Open Molecules 2025 dataset
Level of theory: ωB97M-V/def2-TZVPD

Last column: Mulliken charge in e.
CARTESIAN COORDINATES (ANGSTROEM)
C  -2.5779  -0.6519  0.3320  -1.474
C  0.1311  1.4946  -0.9383  -0.861
C  -1.1564  -0.4877  -0.1004  -0.095
C  -0.8013  0.9927  -0.1540  -0.093
O  2.3602  0.0046  1.2686  -0.416
P  3.1190  -0.1222  -0.2135  0.180
I  5.3265  0.6010  0.5534  -0.079
I  3.1610  -2.5047  -0.6165  -0.041
H  -2.7922  -0.4680  1.3036  0.412
H  -3.2266  0.1160  -0.3562  0.266
H  -3.0497  -1.5945  -0.0048  0.364
H  0.4654  2.4892  -0.8604  0.277
H  0.6887  0.7241  -1.4908  0.353
H  1.4047  0.0096  1.3083  0.345
H  -1.0146  -0.9662  -1.0690  0.307
H  -0.6005  -1.2215  0.4295  0.322
H  -1.4373  1.5849  0.6085  0.233

As for the SMILES: OP(I)I.C=CCC. As for the energy above the lowest of the compared OMol25 structures with the same formula, charge and spin: 21.7 kcal/mol. The HOMO-LUMO gap comes out at 0.3120 hartree. The value obtained for the max |F| is 6.270 eV Å⁻¹.

[2]
Formula: C4H9I3Si
Source: the Open Molecules 2025 dataset
Level of theory: ωB97M-V/def2-TZVPD

Last column: Mulliken charge in e.
CARTESIAN COORDINATES (ANGSTROEM)
C  0.0407  1.1024  1.0004  -1.054
C  1.0404  0.1919  -1.0745  -1.183
C  -1.3506  -0.3499  -0.4426  -1.171
C  -0.0810  0.3733  -0.0971  1.000
Si  1.4682  -3.5303  3.2225  0.200
I  3.0773  -4.9826  2.0497  -0.042
I  2.5400  -2.4919  5.1720  -0.038
I  -0.4768  -4.8557  3.9079  -0.033
H  1.0372  -2.4947  2.3106  -0.092
H  0.9550  1.6131  1.2504  0.268
H  -0.7732  1.2260  1.6945  0.272
H  1.9413  0.6977  -0.7391  0.338
H  0.7548  0.5909  -2.0471  0.317
H  1.2561  -0.8680  -1.2114  0.289
H  -1.5729  -0.2391  -1.5012  0.309
H  -1.2462  -1.4161  -0.2417  0.273
H  -2.1868  0.0298  0.1393  0.349

As for the SMILES: I[SiH](I)I.C=C(C)C. As for the energy above the lowest of the compared OMol25 structures with the same formula, charge and spin: 16.8 kcal/mol. The HOMO-LUMO gap comes out at 0.3267 hartree. The value obtained for the max |F| is 0.848 eV Å⁻¹.

[3]
Formula: C4H9IN
Source: the Open Molecules 2025 dataset
Level of theory: ωB97M-V/def2-TZVPD

Last column: Mulliken charge in e.
CARTESIAN COORDINATES (ANGSTROEM)
C  0.5639  -0.1775  -1.4713  -0.358
C  0.9864  -1.2363  -2.1487  -0.652
C  0.9815  0.2533  0.9320  -0.866
C  -1.2869  0.4742  -0.1074  -0.886
N  0.0410  -0.2864  -0.0377  -0.030
I  1.5402  -0.9176  -4.1314  0.321
H  0.5021  0.8717  -1.7826  0.361
H  0.9327  -2.1890  -1.7474  0.477
H  1.1583  1.3638  0.7281  0.325
H  0.5593  0.1421  1.9098  0.410
H  1.9378  -0.2050  1.0226  0.351
H  -1.8908  0.0288  -0.8443  0.396
H  -1.8491  0.4008  0.8147  0.354
H  -1.0669  1.4934  -0.3985  0.390
H  -0.0909  -1.2777  0.2193  0.408

As for the multiplicity: 3. As for the energy above the lowest of the compared OMol25 structures with the same formula, charge and spin: 20.0 kcal/mol. The HOMO-LUMO gap (spin up / spin down) comes out at 0.2379 / 0.2534 hartree. The charge is +1. The value obtained for the max |F| is 8.975 eV Å⁻¹.

- What is the max |F| in the second record?
  0.848 eV Å⁻¹